Entry 1:
Density functional theory data (ωB97M-V/def2-TZVPD) for a single C30H26N2O6S molecule.

Structure (ORCA input):
```
! RIJCOSX wB97M-V def2-TZVPD def2/J DEFGRID3
* xyz 0 1
C 2.151 -0.961 0.646
H -3.059 4.868 -0.235
H 3.342 -7.147 -1.318
C 3.060 0.087 0.514
C 0.963 0.319 2.314
C -1.074 0.297 -1.160
C -2.613 4.996 2.915
C -0.671 3.828 2.171
O 3.356 -4.612 -1.217
H -3.398 1.886 1.859
H 0.349 -5.195 -3.663
C 2.891 1.262 1.223
C 2.253 -2.166 -0.180
H 1.060 -9.365 -4.176
O 1.277 3.456 0.447
C 1.221 -2.673 -0.875
C -3.376 0.957 -1.031
C -0.116 -1.999 -1.037
O -4.034 3.205 -1.006
O 1.672 5.011 2.311
N -0.044 -0.651 -1.139
C -2.423 -0.038 -1.064
C -0.712 1.637 -1.252
C -4.886 3.918 2.810
H 0.445 -1.669 1.734
C -3.403 3.892 2.610
H 0.328 1.919 -1.305
C -3.014 2.304 -1.097
C 2.239 -4.796 -1.658
H 3.560 2.096 1.087
H -0.611 5.807 2.932
N 1.220 -3.895 -1.537
H -5.389 3.665 1.878
C -1.244 4.965 2.702
C -2.795 2.749 2.097
H 3.198 -2.688 -0.190
H -4.423 0.711 -0.945
C -3.720 4.575 -1.059
O 1.596 2.585 2.749
C 1.289 -8.436 -3.675
H 2.823 -9.290 -2.450
H 0.882 -0.244 -1.115
H -3.253 4.844 -2.011
C 1.824 1.389 2.102
C -1.669 2.634 -1.225
H 3.880 -0.006 -0.183
C 0.599 -7.282 -4.009
H -1.340 3.658 -1.278
H -0.161 -7.310 -4.776
H 0.170 0.410 3.041
H -0.963 1.848 1.436
H -5.222 4.897 3.139
C 2.278 -8.394 -2.706
C 1.125 -0.843 1.587
S 1.074 3.814 1.819
C 2.569 -7.203 -2.069
H -4.670 5.099 -0.964
H 0.294 -4.156 -1.861
C -1.432 2.717 1.865
C 0.880 -6.089 -3.368
C 1.864 -6.043 -2.383
H -5.178 3.179 3.555
H -3.071 5.887 3.318
O -1.132 -2.665 -1.146
H -2.714 -1.074 -1.008
*
```

Results
- SMILES = COc1ccc(NC(=O)/C(=C\c2ccc(OS(=O)(=O)c3ccc(C)cc3)cc2)NC(=O)c2ccccc2)cc1
- calculated total energy (eV) = -57632.924
- E_HOMO (eV) = -8.041
- energy relative to the best compared isomer or geometry (same formula, charge and spin) (kJ/mol) = 57.6
- gap between HOMO and LUMO (eV) = 8.15
- lowest unoccupied orbital energy (eV) = 0.1069

=====

Entry 2:
Density functional theory data (ωB97M-V/def2-TZVPD) for a molecular structure, C41H32Cl6FN3O3Re.

Structure (ORCA input):
```
! RIJCOSX wB97M-V def2-TZVPD def2/J DEFGRID3
* xyz 0 4
N -0.570 1.536 0.625
H -2.055 5.252 -1.563
C 0.005 2.226 -2.972
H 1.996 3.610 2.197
Cl -3.145 -5.909 -2.258
Cl -4.099 -3.075 -1.439
H -0.397 2.265 3.731
C -0.176 -3.353 1.222
C -1.987 0.925 -3.016
C -1.466 3.513 -0.479
H 1.808 -3.912 0.670
H -1.521 -1.531 3.761
C -2.011 -4.629 -2.126
C 2.692 -0.454 2.648
H -2.103 2.279 3.279
H 0.071 -5.455 1.021
Re -0.083 0.063 -0.752
F -2.222 3.537 -5.504
C -0.136 -2.571 -1.894
C -0.665 -4.873 -2.405
C -0.831 1.276 1.889
H -3.451 1.479 -4.485
H 2.827 3.051 0.751
H 0.129 3.799 -4.426
C 4.724 -0.090 0.847
H 6.055 0.699 -2.186
C 0.782 3.574 0.446
C -2.474 -2.579 1.506
H -2.345 -5.950 1.216
C -0.470 3.003 -4.013
H -4.361 -1.774 0.974
Cl 7.360 -0.100 0.192
Cl -0.156 -6.452 -2.843
C -1.257 4.775 -1.015
C 1.883 3.013 1.292
C 5.313 0.550 -1.418
C -1.092 -2.304 1.424
C 0.261 -3.843 -2.321
C 3.972 0.771 -1.717
H -2.595 0.111 -2.652
C 1.289 -3.072 1.124
C 2.950 0.589 -0.766
H -3.140 -0.540 1.256
Cl 1.921 -4.114 -2.670
N -0.657 -0.992 1.377
H 1.689 1.983 1.571
H -2.731 1.777 -0.460
O 1.726 0.863 -1.033
C -0.975 -0.102 2.267
H 1.719 -2.893 2.111
H 0.988 2.436 -2.578
H 0.120 6.388 -1.306
H 1.474 -2.182 0.525
H 1.892 5.340 0.043
H -3.207 3.024 -1.620
O 0.654 -1.564 -1.789
H -0.958 3.335 2.444
C 5.024 -0.528 2.152
C -1.991 -4.933 1.273
C -1.086 2.355 2.893
H -2.412 -0.002 3.866
H -3.505 3.274 0.100
C -2.804 2.850 -0.623
C -2.436 -3.366 -1.730
H 6.051 -0.723 2.420
C -0.420 2.893 0.217
Cl 3.526 1.273 -3.294
H 1.862 -0.598 3.330
C -3.514 -1.503 1.598
C 0.953 4.832 -0.113
C -0.046 5.422 -0.859
H -0.738 -0.072 4.388
H -3.874 -1.397 2.622
C -0.750 1.187 -2.439
C 4.008 -0.708 3.057
C -1.512 -2.337 -1.533
N 2.379 -0.052 1.442
C -2.486 1.691 -4.054
C -1.445 -0.451 3.650
H 4.205 -1.034 4.068
H -3.951 -4.105 1.484
C -0.640 -4.655 1.162
C -1.725 2.742 -4.526
C 5.688 0.140 -0.160
O -1.783 -1.158 -1.069
C 3.355 0.132 0.541
C -2.892 -3.898 1.436
*
```

Results
- expectation value of S² = 3.788
- calculated total energy (eV) = -133633.292
- E_HOMO (spin up / spin down) (eV) = -7.103 / -7.335
- energy relative to the best compared isomer or geometry (same formula, charge and spin) (kJ/mol) = 0.0
- gap between HOMO and LUMO (spin up / spin down) (eV) = 5.51 / 5.24
- lowest unoccupied orbital energy (spin up / spin down) (eV) = -1.5913 / -2.1001

=====

Entry 3:
Density functional theory data (ωB97M-V/def2-TZVPD) for 2 unconnected molecules or ions with the total composition C18H29ClF4N2O4.

Structure (ORCA input):
```
! RIJCOSX wB97M-V def2-TZVPD def2/J DEFGRID3
* xyz 0 1
H 0.146 -1.570 2.870
H 2.854 0.689 2.810
H -3.496 -2.902 -1.631
O 5.502 3.138 -3.339
C -1.284 -3.356 -1.273
H -0.301 -3.187 4.944
H -1.348 -1.083 3.805
Cl 5.346 4.218 -4.293
C -0.912 -3.270 3.986
C -1.033 -1.240 0.539
N 0.237 0.212 -1.820
C -3.291 -1.649 1.923
C -1.718 -2.042 1.729
N -0.222 -1.023 -1.856
H -3.515 -1.257 2.972
C -0.908 -1.916 3.137
H -1.970 -3.563 4.286
H -0.078 3.053 0.077
O 4.328 3.864 -5.261
C 0.685 1.227 2.789
C 0.518 3.139 -2.059
C -0.536 0.219 0.603
H -1.039 2.134 1.679
H -3.413 -5.197 -2.523
O 4.949 5.424 -3.595
H -1.894 -4.852 -3.610
H 1.711 2.507 -0.263
F 1.974 3.951 -3.923
C -2.857 -4.432 -3.178
H 0.526 0.771 3.826
C 1.997 3.416 -2.611
H -3.621 -0.954 1.084
H 1.827 2.889 3.814
F 2.786 2.250 -2.560
H -1.734 -3.176 1.515
H -1.600 -3.968 -0.373
H -0.124 -1.478 -2.788
H -2.384 -2.249 -2.941
C 0.107 0.917 -0.618
F -3.721 -4.026 -4.272
H -1.506 0.608 2.596
C 0.626 2.442 -0.597
C -2.573 -3.158 -2.256
H 2.220 0.993 1.123
O 6.602 4.445 -4.975
H -0.490 -4.101 3.332
H -0.099 2.532 -2.801
H -3.927 -2.606 1.808
C -0.693 1.084 1.951
H -0.024 4.150 -1.962
C 0.988 2.807 3.028
F 2.560 4.398 -1.750
H 0.064 3.325 3.486
H 1.282 3.305 2.034
H 1.822 -0.624 2.067
C -0.822 -1.869 -0.887
H -0.472 -3.867 -1.913
C 1.950 0.506 2.117
*
```

Results
- calculated total energy (eV) = -53684.236
- E_HOMO (eV) = -7.054
- gap between HOMO and LUMO (eV) = 4.30
- lowest unoccupied orbital energy (eV) = -2.7497